{"formula": "H33O16", "method": "ωB97M-V with the def2-TZVPD basis set", "elements": ["O", "O", "O", "O", "O", "O", "O", "O", "O", "O", "O", "O", "O", "O", "O", "O", "H", "H", "H", "H", "H", "H", "H", "H", "H", "H", "H", "H", "H", "H", "H", "H", "H", "H", "H", "H", "H", "H", "H", "H", "H", "H", "H", "H", "H", "H", "H", "H", "H"], "positions_angstrom": [[1.6273, -0.3265, -2.1932], [2.1147, 1.3860, -5.1299], [0.0871, 0.8898, -0.1879], [3.5438, 0.4672, 2.5793], [-3.7241, 0.8229, 1.6667], [0.2749, -3.9914, -3.2448], [0.0247, -1.9657, -0.5773], [-1.1431, 0.2117, 4.6363], [-0.1696, 2.1418, -2.9445], [-2.4008, -2.0888, -4.8785], [-2.2311, 0.9972, -0.2995], [-1.1067, 1.2071, 1.9389], [-1.1717, -3.6212, 1.9261], [-0.1606, -1.6853, 3.3419], [1.7534, 4.6481, 1.0536], [1.4701, 2.0270, 1.8495], [-2.9989, 1.1113, 0.4519], [-0.4758, -2.7772, -0.6616], [0.0006, 1.4417, 2.0790], [-0.1920, -2.1803, 2.5320], [0.3384, 1.3537, 0.7431], [2.3104, 1.6198, 2.1046], [-1.7937, -1.8769, -5.4479], [0.6006, 0.0441, -0.1800], [1.4449, 0.6626, -5.1876], [-1.0320, 0.5959, 2.6499], [-2.4145, 0.1734, -0.8037], [-0.5110, -0.2020, 5.3235], [-1.3166, -4.4180, 1.2516], [2.7952, 1.0381, -4.4969], [1.9718, 2.7632, 1.5304], [2.1365, 0.4765, -2.0694], [0.8933, -3.4174, -3.8947], [-1.1695, 0.9388, 0.0798], [-2.9666, 1.2096, 2.1938], [-0.0797, -2.5121, 3.7871], [-1.5488, -0.8529, 4.4455], [-2.2483, -2.1217, -3.9728], [1.2742, 5.2716, 1.3038], [0.6749, -2.0564, -1.2767], [2.4884, 5.0022, 0.6660], [1.7147, -0.3563, -3.0894], [3.1193, -0.4374, 2.6015], [0.1595, -4.6945, -3.9985], [-4.4509, 0.8964, 2.2294], [0.7000, 2.3946, -2.6866], [4.2943, 0.6774, 2.9094], [-0.7580, 2.0055, -2.2331], [-1.7491, -2.8932, 1.5801]], "atomic_forces_ev_per_a": [[0.4, 0.3, 3.2], [0.2, -1.4, 1.1], [2.2, 0.9, 2.5], [-9.6, -2.5, -4.4], [2.9, 0.4, 0.0], [2.1, 0.1, -5.1], [-0.2, 0.0, 0.1], [-0.9, -5.8, 1.5], [-0.3, -0.2, -2.5], [-7.0, -2.1, 2.2], [-2.2, -0.2, 0.3], [4.4, 1.6, 0.9], [-1.3, -1.8, -2.9], [0.4, 0.0, -0.4], [4.1, -10.0, -2.1], [0.7, -0.5, 0.4], [1.2, -0.6, -1.6], [-0.2, -0.3, 0.1], [-4.1, 0.4, 0.2], [0.0, 0.3, -1.9], [0.3, -1.3, -3.7], [0.0, -2.1, 1.0], [5.7, 1.9, -4.0], [-1.0, 0.6, -0.2], [0.7, 1.0, 0.0], [-0.7, -1.4, 1.8], [0.1, 0.7, 0.4], [-0.9, 1.7, -1.4], [0.5, 2.6, 2.2], [-0.8, 0.5, -1.1], [-1.0, 2.5, -1.0], [0.0, 0.3, 0.9], [-1.9, -1.3, 2.7], [-0.3, -0.7, -1.0], [-0.7, -0.5, -0.5], [0.3, -0.9, 2.0], [1.4, 4.9, 0.2], [1.3, 0.1, 1.8], [-6.8, 8.6, 3.6], [0.3, 0.2, -0.3], [3.0, 1.5, -1.6], [-0.2, -0.8, -4.2], [1.8, 1.6, 0.6], [-0.3, 1.3, 2.5], [-2.3, 0.3, 1.1], [0.5, 0.3, 0.8], [7.9, 0.9, 3.8], [-0.3, 0.0, 1.5], [0.5, -1.1, 0.4]], "mulliken_charge": [-0.474, -0.589, -0.574, -0.588, -0.625, -0.632, -0.559, -0.700, -0.557, -0.560, -0.556, -0.889, -0.702, -0.538, -0.466, -0.604, 0.462, 0.251, 0.437, 0.376, 0.264, 0.361, 0.260, 0.366, 0.312, 0.354, 0.368, 0.313, 0.319, 0.296, 0.327, 0.253, 0.304, 0.760, 0.404, 0.267, 0.374, 0.304, 0.178, 0.243, 0.255, 0.162, 0.326, 0.330, 0.296, 0.297, 0.213, 0.283, 0.299], "lumo_energy_ev": -2.7, "spin_multiplicity": 1, "total_charge": 1, "mol_weight_g_mol": 289.248, "homo_lumo_gap_ev": 10.67, "relative_energy_kcal_mol": 190.4}